# 1
{"formula": "C21H44ClIN2O4PS", "method": "ωB97M-V with the def2-TZVPD basis set", "elements": ["O", "P", "Cl", "S", "O", "C", "C", "C", "I", "H", "H", "H", "H", "H", "H", "H", "H", "C", "C", "C", "C", "C", "C", "N", "O", "C", "C", "C", "H", "H", "H", "H", "H", "H", "H", "H", "H", "H", "H", "H", "H", "H", "H", "H", "H", "H", "C", "C", "C", "C", "C", "C", "N", "O", "C", "C", "C", "H", "H", "H", "H", "H", "H", "H", "H", "H", "H", "H", "H", "H", "H", "H", "H", "H", "H"], "xyz": [[7.181, -1.681, 0.024], [6.131, -2.873, -0.199], [7.373, -4.360, -0.831], [5.306, -2.320, -2.175], [6.281, -1.181, -2.819], [3.767, -1.440, -1.839], [3.004, -2.026, -0.653], [1.561, -2.272, -0.979], [1.288, -3.739, -2.507], [8.082, -2.008, -0.160], [7.190, -1.427, -2.558], [3.197, -1.407, -2.754], [4.065, -0.425, -1.614], [3.437, -2.930, -0.247], [3.038, -1.301, 0.150], [1.041, -1.374, -1.276], [1.073, -2.626, -0.088], [0.829, 2.480, -4.400], [-0.093, 1.498, -3.647], [-1.463, 1.411, -4.323], [-2.356, 2.622, -4.051], [-2.490, 2.843, -2.541], [-1.138, 2.988, -1.844], [-0.213, 1.873, -2.211], [-0.497, 0.823, -1.513], [-0.547, 4.368, -2.196], [-1.316, 2.993, -0.335], [0.582, 0.144, -3.758], [1.878, 2.227, -4.234], [0.642, 2.431, -5.473], [0.720, 3.517, -4.106], [-1.984, 0.518, -3.964], [-1.325, 1.273, -5.396], [-1.957, 3.512, -4.543], [-3.343, 2.451, -4.481], [-3.089, 3.732, -2.341], [-3.036, 1.997, -2.111], [0.503, 4.433, -1.906], [-1.085, 5.146, -1.657], [-0.636, 4.625, -3.249], [-1.832, 2.102, 0.007], [-1.908, 3.852, -0.023], [-0.351, 3.048, 0.172], [1.516, 0.132, -3.189], [0.811, -0.085, -4.799], [-0.059, -0.653, -3.384], [-1.484, 0.791, 2.658], [-1.086, -0.698, 2.591], [-2.215, -1.535, 1.986], [-3.376, -1.781, 2.946], [-2.861, -2.398, 4.246], [-1.765, -1.563, 4.907], [-0.683, -1.214, 3.931], [0.111, -2.220, 3.784], [-2.398, -0.301, 5.526], [-1.173, -2.332, 6.081], [0.093, -0.727, 1.624], [-0.598, 1.427, 2.637], [-2.099, 1.050, 1.798], [-2.038, 1.083, 3.543], [-1.814, -2.506, 1.675], [-2.574, -1.049, 1.077], [-3.911, -0.848, 3.144], [-4.098, -2.456, 2.485], [-3.683, -2.527, 4.951], [-2.476, -3.400, 4.031], [-1.632, 0.420, 5.815], [-2.952, -0.570, 6.424], [-3.115, 0.193, 4.874], [-0.797, -3.309, 5.787], [-1.945, -2.491, 6.832], [-0.359, -1.773, 6.544], [0.958, -0.216, 2.049], [-0.194, -0.219, 0.701], [0.385, -1.747, 1.372]], "forces_ev_per_angstrom": [[0.4, -0.3, -0.4], [-0.2, -0.3, 1.3], [-0.1, 0.2, -0.2], [-0.4, -0.5, -1.4], [-0.1, -0.4, 0.5], [0.8, 0.8, 0.6], [-0.1, 0.0, -0.2], [-0.3, -0.2, 0.0], [0.1, 0.1, 0.1], [0.0, 0.5, 0.2], [-0.1, 0.4, -0.3], [-0.1, -0.4, -0.4], [0.2, 0.4, 0.0], [0.1, -0.4, -0.1], [0.1, 0.2, 0.3], [-0.1, 0.3, -0.3], [-0.2, -0.4, 0.0], [0.0, 0.3, 0.1], [1.1, 0.5, -1.2], [-0.6, 0.1, 0.3], [0.1, 0.0, 0.1], [-0.1, -0.4, -0.4], [0.2, 1.6, 0.2], [-1.6, -1.1, -0.1], [0.7, -0.1, 0.4], [0.2, 0.0, -0.2], [-0.1, -0.4, 0.3], [-0.1, -0.5, 0.3], [0.0, -0.1, 0.0], [0.0, -0.1, 0.0], [-0.1, 0.0, 0.0], [0.1, 0.0, 0.1], [0.1, 0.0, 0.0], [0.0, 0.0, 0.0], [0.0, 0.0, 0.0], [0.1, 0.1, 0.1], [0.1, 0.0, 0.0], [0.0, 0.0, 0.0], [-0.1, -0.1, 0.1], [0.0, 0.0, 0.0], [0.1, 0.0, 0.0], [0.0, 0.1, -0.2], [0.0, 0.0, 0.0], [0.0, 0.1, 0.0], [0.0, 0.2, -0.1], [0.0, 0.0, 0.0], [-0.1, 0.1, 0.3], [-0.2, 1.5, -0.5], [-0.3, -0.4, 0.2], [0.1, 0.0, 0.1], [-0.1, -0.1, -0.5], [-0.7, 0.8, 1.2], [-0.4, -1.7, -0.8], [0.6, 0.2, 0.2], [0.0, 0.2, -0.2], [0.4, -0.3, -0.1], [0.3, -0.4, 0.0], [0.1, 0.0, 0.0], [0.0, 0.0, -0.1], [-0.1, -0.1, 0.0], [0.1, 0.0, 0.1], [0.1, 0.1, 0.0], [0.0, 0.0, 0.0], [0.0, 0.0, 0.0], [0.0, 0.0, 0.1], [0.1, 0.0, 0.0], [0.0, 0.0, 0.0], [0.1, -0.1, 0.0], [0.1, 0.0, 0.0], [0.1, 0.0, -0.1], [-0.1, 0.1, 0.0], [0.0, 0.0, 0.0], [0.0, 0.0, 0.0], [-0.1, 0.1, 0.1], [-0.1, 0.1, 0.3]], "homo_lumo_gap_ev": [5.731, 6.688], "total_charge": 1, "lumo_ev": [-4.34, -4.34], "s_squared": 2.008, "spin_multiplicity": 3, "max_force_ev_per_a": 1.99}

# 2
{"formula": "C5H8N2O", "method": "ωB97M-V with the def2-TZVPD basis set", "elements": ["H", "N", "C", "N", "C", "C", "C", "O", "C", "H", "H", "H", "H", "H", "H", "H"], "xyz": [[-2.482, -1.453, -0.276], [-2.260, -0.345, 0.041], [-0.984, -0.289, -0.080], [-0.035, -1.498, -0.047], [1.212, -0.942, -0.146], [1.054, -0.109, 1.075], [0.046, 0.808, 0.055], [-0.339, 2.132, 0.164], [0.922, 0.231, -1.098], [-0.258, -2.152, 0.673], [1.982, -1.738, -0.349], [2.055, 0.432, 1.114], [0.973, -0.635, 2.048], [0.710, 2.566, -0.114], [0.356, -0.159, -1.981], [1.939, 0.792, -1.230]], "forces_ev_per_angstrom": [[0.4, 3.6, 1.5], [1.1, -3.2, -2.2], [-0.4, -2.4, 2.4], [-6.5, -1.0, -3.4], [1.2, -0.4, 0.2], [4.6, 3.5, 0.2], [-0.3, -2.5, 0.8], [5.7, 0.9, -1.4], [2.6, 0.3, -0.1], [0.0, -0.1, 0.5], [-0.3, 1.2, 0.3], [-1.1, 0.4, 0.7], [-0.9, 0.6, -0.6], [-5.0, -1.2, 1.4], [0.8, 1.0, 0.2], [-2.1, -0.6, -0.3]], "e_above_lowest_kcal_mol": 114.82, "homo_lumo_gap_ev": 9.204, "lumo_ev": 0.55, "spin_multiplicity": 1, "max_force_ev_per_a": 7.42}

# 3
{"formula": "CH4NO3P", "method": "ωB97M-V with the def2-TZVPD basis set", "elements": ["O", "P", "O", "O", "H", "H", "H", "C", "N", "H"], "xyz": [[-0.270, 2.826, -0.175], [0.042, 1.357, -0.204], [-1.389, 0.610, 0.059], [0.832, 0.715, 1.078], [0.610, 0.558, -1.176], [-2.141, 1.192, 0.103], [0.230, 1.516, 1.741], [0.634, -2.882, -0.504], [0.745, -3.958, -0.946], [0.706, -1.935, 0.024]], "forces_ev_per_angstrom": [[1.6, -1.9, -0.6], [-2.6, 0.2, 2.4], [1.1, -0.7, -0.7], [-2.9, 4.9, 1.5], [0.2, 0.4, -0.7], [-0.3, 0.6, -0.2], [2.9, -3.6, -1.8], [0.8, -2.1, -0.4], [-0.5, 2.6, 0.9], [-0.3, -0.5, -0.4]], "e_above_lowest_kcal_mol": 37.82, "homo_lumo_gap_ev": 11.807, "lumo_ev": 0.11, "spin_multiplicity": 1, "max_force_ev_per_a": 5.86}

# 4
{"formula": "C3H3LiO3Tb", "method": "ωB97M-V with the def2-TZVPD basis set", "elements": ["C", "C", "O", "C", "O", "O", "Li", "H", "H", "H", "Tb"], "xyz": [[-0.116, -0.719, 0.032], [0.894, -0.846, 1.106], [0.994, 0.254, 0.230], [-1.285, 0.883, -1.222], [-0.699, 1.740, -1.806], [-2.268, 0.650, -0.577], [-2.411, -0.681, 0.856], [0.145, -1.294, -0.866], [1.817, -1.429, 1.025], [0.822, -0.408, 2.107], [2.107, 1.850, -0.884]], "forces_ev_per_angstrom": [[-0.3, -0.9, -0.3], [1.4, -0.1, 1.2], [1.6, 2.8, -1.9], [-3.5, 2.5, 2.6], [1.7, -2.2, 0.1], [0.6, -0.2, -1.8], [0.4, 0.1, -0.4], [0.3, -0.3, 0.5], [-0.6, -0.5, -0.1], [-0.8, -0.8, 0.0], [-0.8, -0.4, 0.2]], "e_above_lowest_kcal_mol": 26.41, "homo_lumo_gap_ev": [7.921, 6.937], "total_charge": 2, "lumo_ev": [-8.03, -9.01], "s_squared": 15.767, "spin_multiplicity": 8, "max_force_ev_per_a": 5.02}

# 5
{"formula": "C2H10NS2", "method": "ωB97M-V with the def2-TZVPD basis set", "elements": ["C", "N", "H", "H", "H", "H", "H", "H", "C", "S", "S", "H", "H", "H", "H"], "xyz": [[-2.952, 1.035, -1.336], [-1.960, 0.665, -0.249], [-2.568, 1.914, -1.848], [-3.915, 1.286, -0.900], [-2.988, 0.203, -2.033], [-2.112, 1.292, 0.548], [-1.961, -0.309, 0.050], [-0.923, 0.868, -0.380], [0.940, -2.225, 0.354], [1.261, -0.684, 1.120], [1.022, 0.758, -0.389], [-0.028, -2.541, 0.801], [0.714, -2.123, -0.713], [1.600, -3.102, 0.410], [2.340, 1.011, -0.486]], "forces_ev_per_angstrom": [[0.7, 0.0, -0.6], [1.2, 1.1, 0.8], [0.0, 0.0, 0.0], [0.1, -0.3, 0.2], [-0.3, 0.1, 0.0], [-0.5, -0.4, 0.3], [-0.8, 0.0, 0.1], [-2.0, 0.0, -1.0], [-1.8, -0.5, -1.2], [1.0, 0.3, -0.4], [1.2, -1.1, 0.4], [0.3, -0.2, 0.2], [0.2, 0.3, 0.1], [0.6, 0.5, 0.8], [0.2, 0.3, 0.2]], "e_above_lowest_kcal_mol": 51.02, "homo_lumo_gap_ev": [10.418, 6.899], "total_charge": 2, "lumo_ev": [-9.48, -12.94], "s_squared": 0.754, "spin_multiplicity": 2, "max_force_ev_per_a": 2.27}

# 6
{"formula": "C46H35AuN3OP2S", "method": "ωB97M-V with the def2-TZVPD basis set", "elements": ["Au", "N", "C", "C", "C", "C", "C", "C", "N", "C", "C", "C", "S", "C", "N", "H", "H", "H", "H", "H", "H", "H", "O", "C", "C", "C", "C", "C", "C", "P", "C", "C", "C", "C", "C", "C", "C", "C", "C", "C", "C", "C", "C", "C", "C", "C", "C", "C", "P", "C", "C", "C", "C", "C", "C", "C", "C", "C", "C", "C", "C", "H", "H", "H", "H", "H", "H", "H", "H", "H", "H", "H", "H", "H", "H", "H", "H", "H", "H", "H", "H", "H", "H", "H", "H", "H", "H", "H", "H"], "xyz": [[0.137, -0.223, -0.725], [1.462, -4.261, -1.343], [2.756, -3.796, -1.316], [3.984, -4.424, -1.418], [5.099, -3.602, -1.481], [4.999, -2.202, -1.408], [3.784, -1.571, -1.285], [2.644, -2.380, -1.252], [1.323, -2.050, -1.238], [0.640, -3.188, -1.332], [-0.783, -3.198, -1.503], [-1.597, -4.267, -1.811], [-3.208, -3.763, -2.015], [-2.709, -2.152, -1.665], [-1.450, -2.007, -1.428], [1.192, -5.232, -1.371], [4.074, -5.497, -1.494], [6.071, -4.049, -1.627], [5.904, -1.619, -1.467], [3.697, -0.497, -1.261], [-1.329, -5.293, -1.951], [-3.398, -1.333, -1.662], [-0.078, 2.198, 1.704], [-0.069, 1.752, 2.992], [0.032, 2.479, 4.182], [0.014, 1.836, 5.407], [-0.106, 0.456, 5.493], [-0.190, -0.288, 4.328], [-0.178, 0.347, 3.093], [-0.360, -0.735, 1.640], [0.882, -2.011, 1.966], [2.188, -1.571, 1.721], [3.260, -2.413, 1.927], [3.039, -3.712, 2.363], [1.748, -4.147, 2.623], [0.664, -3.304, 2.435], [-2.088, -1.243, 1.715], [-2.537, -2.535, 1.450], [-3.894, -2.804, 1.480], [-4.809, -1.787, 1.717], [-4.365, -0.492, 1.951], [-3.013, -0.217, 1.944], [-0.075, 3.461, 1.196], [0.027, 4.676, 1.879], [0.002, 5.876, 1.196], [-0.117, 5.912, -0.186], [-0.200, 4.722, -0.888], [-0.192, 3.506, -0.214], [-0.341, 2.020, -1.260], [-2.005, 2.094, -1.948], [-3.021, 2.691, -1.198], [-4.323, 2.655, -1.660], [-4.622, 2.022, -2.858], [-3.610, 1.437, -3.610], [-2.307, 1.438, -3.145], [0.959, 2.328, -2.480], [0.766, 2.718, -3.802], [1.872, 2.918, -4.612], [3.157, 2.723, -4.120], [3.349, 2.342, -2.797], [2.257, 2.145, -1.980], [0.136, 3.548, 4.194], [0.096, 2.429, 6.305], [-0.135, -0.032, 6.456], [-0.281, -1.364, 4.378], [2.340, -0.561, 1.362], [4.264, -2.064, 1.742], [3.874, -4.379, 2.508], [1.585, -5.153, 2.985], [-0.330, -3.650, 2.679], [-1.836, -3.327, 1.230], [-4.246, -3.813, 1.322], [-5.865, -2.008, 1.713], [-5.076, 0.296, 2.149], [-2.659, 0.788, 2.128], [0.145, 4.719, 2.944], [0.077, 6.794, 1.758], [-0.144, 6.854, -0.708], [-0.290, 4.739, -1.966], [-2.787, 3.192, -0.270], [-5.102, 3.136, -1.090], [-5.643, 1.980, -3.206], [-3.839, 0.978, -4.560], [-1.530, 0.935, -3.705], [-0.227, 2.880, -4.195], [1.727, 3.242, -5.632], [4.008, 2.883, -4.765], [4.346, 2.210, -2.405], [2.384, 1.857, -0.943]], "forces_ev_per_angstrom": [[0.8, 0.0, 0.0], [-0.5, 0.3, 0.0], [0.4, 1.3, 0.0], [0.3, 0.1, -0.1], [-0.2, -0.1, 0.1], [0.1, -0.2, 0.0], [-0.5, -0.3, 0.0], [1.3, -0.8, -0.1], [-1.5, 0.2, 0.0], [0.7, -0.1, 0.1], [-1.3, -1.1, -0.2], [0.4, 0.5, 0.2], [0.3, 0.5, 0.1], [-0.5, -0.5, -0.3], [0.4, 0.3, -0.1], [-0.1, 0.1, -0.1], [0.0, -0.1, 0.0], [0.1, 0.0, 0.1], [0.1, 0.1, 0.0], [0.0, 0.2, 0.0], [0.1, -0.3, 0.0], [-0.3, 0.3, 0.0], [0.0, -0.2, 0.0], [0.0, -0.6, 0.9], [0.0, 0.2, -0.6], [-0.1, -0.4, 0.0], [0.0, 0.1, -0.1], [0.0, -0.1, 0.1], [0.2, 1.3, -1.0], [-0.3, -0.3, 1.0], [-0.1, 0.4, -0.6], [-0.1, 0.1, 0.1], [0.0, 0.0, 0.1], [-0.1, 0.1, 0.0], [-0.1, -0.1, 0.1], [-0.3, -0.2, -0.1], [0.5, 0.2, -0.6], [0.0, -0.2, 0.0], [0.1, -0.2, 0.0], [0.1, 0.0, 0.0], [0.0, 0.1, 0.0], [0.1, 0.1, 0.1], [-0.1, 1.0, -0.8], [0.1, -0.7, 0.2], [-0.1, 0.0, -0.4], [0.0, -0.1, 0.0], [0.0, 0.1, 0.1], [0.1, -0.9, 1.1], [-0.5, 1.3, 0.3], [0.4, -0.5, 0.2], [0.1, 0.0, 0.0], [-0.1, 0.0, 0.0], [0.1, 0.0, 0.0], [0.0, -0.1, -0.1], [0.0, 0.0, 0.0], [-0.2, -0.9, 0.4], [-0.1, -0.1, -0.2], [-0.1, 0.1, 0.0], [-0.1, 0.0, 0.1], [0.1, 0.1, 0.0], [0.0, -0.2, 0.1], [0.0, -0.1, 0.0], [0.0, 0.0, 0.1], [0.0, -0.1, 0.0], [0.0, -0.1, 0.1], [0.2, 0.1, 0.0], [0.1, 0.0, 0.0], [0.1, -0.1, 0.0], [0.0, 0.0, 0.1], [0.0, 0.0, 0.0], [0.0, -0.1, 0.0], [0.0, -0.1, 0.0], [-0.1, 0.0, 0.1], [0.0, 0.1, 0.0], [-0.1, 0.1, 0.1], [0.0, 0.0, 0.0], [0.0, 0.1, 0.1], [0.0, 0.1, -0.1], [0.0, 0.0, -0.1], [0.0, 0.1, 0.1], [-0.1, 0.0, 0.1], [-0.1, 0.1, -0.1], [0.0, -0.1, 0.0], [0.0, 0.0, -0.1], [-0.1, 0.0, 0.0], [0.0, 0.0, -0.1], [0.1, 0.0, -0.1], [0.1, 0.0, 0.0], [0.1, 0.0, 0.1]], "homo_lumo_gap_ev": [4.263, 4.262], "total_charge": 3, "lumo_ev": [-11.43, -11.43], "spin_multiplicity": 1, "max_force_ev_per_a": 1.68}